Record 1
Computed, not measured: C22H43N2O8SSbSi3Sn as an isolated structure, with wB97M-V/def2-TZVPD.

Positions of all 81 atoms, in Å:
Sn (1.372, -2.246, -0.499)
O (0.829, -4.822, 2.942)
C (0.773, -4.612, 1.554)
O (1.328, -3.412, 1.203)
C (1.466, -5.753, 0.811)
O (0.878, -5.926, -0.472)
C (-0.438, -6.319, -0.338)
C (-1.286, -5.318, 0.472)
O (-2.482, -5.349, 0.332)
O (-0.641, -4.537, 1.278)
H (0.757, -3.870, 3.238)
H (2.512, -5.509, 0.690)
H (1.364, -6.658, 1.350)
H (-0.747, -6.423, -1.357)
H (-0.490, -7.326, 0.111)
S (4.428, -4.037, -0.627)
C (3.255, -3.165, -1.238)
C (3.484, -2.066, 3.765)
C (4.353, -1.007, 3.070)
C (3.548, 0.194, 2.486)
C (4.530, 1.058, 1.659)
C (3.881, 2.172, 0.899)
C (3.014, 1.041, 3.618)
O (3.731, 1.675, 4.407)
N (1.624, 1.156, 3.712)
C (0.661, 0.707, 2.772)
O (-0.488, 1.075, 2.871)
N (1.151, -0.074, 1.767)
C (2.443, -0.331, 1.626)
O (2.837, -1.114, 0.690)
H (4.162, -2.918, 3.913)
H (2.632, -2.355, 3.119)
H (3.044, -1.756, 4.701)
H (4.791, -1.493, 2.194)
H (5.072, -0.619, 3.803)
H (4.960, 0.329, 0.951)
H (5.290, 1.391, 2.369)
H (3.376, 1.813, 0.054)
H (4.610, 2.941, 0.588)
H (3.141, 2.725, 1.485)
H (1.357, 1.819, 4.437)
C (-0.740, 2.580, -3.892)
Si (-0.384, 1.223, -2.584)
C (-0.555, -0.473, -3.366)
C (1.386, 1.352, -2.021)
Sb (-2.065, 1.281, -0.639)
Si (-4.150, 0.602, -1.787)
C (-5.569, 1.622, -1.091)
C (-4.222, 0.889, -3.696)
C (-4.385, -1.223, -1.531)
Si (-2.162, 3.790, -0.237)
C (-2.911, 4.028, 1.403)
C (-2.969, 5.022, -1.499)
C (-0.304, 4.051, -0.220)
H (0.063, 2.702, -4.575)
H (-0.939, 3.564, -3.457)
H (-1.667, 2.254, -4.372)
H (-1.544, -0.699, -3.791)
H (-0.438, -1.208, -2.574)
H (0.181, -0.536, -4.172)
H (1.639, 2.339, -1.587)
H (1.976, 1.181, -2.906)
H (1.578, 0.580, -1.292)
H (-5.490, 2.690, -1.315)
H (-5.639, 1.443, -0.005)
H (-6.452, 1.278, -1.667)
H (-4.010, 1.954, -3.986)
H (-5.202, 0.650, -4.121)
H (-3.448, 0.306, -4.151)
H (-4.612, -1.398, -0.458)
H (-3.589, -1.823, -1.830)
H (-5.163, -1.582, -2.182)
H (-3.905, 3.583, 1.503)
H (-2.863, 5.129, 1.570)
H (-2.303, 3.631, 2.186)
H (-4.086, 4.768, -1.630)
H (-2.469, 5.029, -2.485)
H (-3.021, 6.042, -1.053)
H (0.198, 3.218, 0.259)
H (0.137, 4.989, 0.142)
H (0.020, 4.090, -1.295)

Summary:
net charge	-1
multiplicity	2
LUMO level (alpha / beta)	2.51 / 2.50	eV
HOMO-LUMO gap (alpha / beta)	6.37 / 7.83	eV
relative energy (zero: lowest compared OMol25 entry of this formula, charge and spin)	1.5065	eV
energy	-3296.9153	Eh
HOMO (alpha / beta)	-3.8578 / -5.3289	eV
molecular weight	820.39	g/mol

Atomic partial charges in e from the Mulliken method, atoms 1 to 5: Sn 0.815; O -0.681; C 1.165; O -0.263; C -1.052

=====

Record 2
Computed, not measured: C42H49BF6N8O9S3Zr as an isolated structure, with wB97M-V/def2-TZVPD.

Positions of all 119 atoms, in Å:
Zr (-0.047, -0.716, -0.744)
O (-4.197, -1.706, -1.558)
C (-2.779, -1.546, -1.552)
N (-1.955, -1.853, -0.401)
C (-2.521, -2.489, 0.645)
O (-3.693, -2.802, 0.805)
C (-1.550, -2.938, 1.714)
C (-1.949, -3.959, 2.574)
C (-1.074, -4.373, 3.559)
C (0.162, -3.747, 3.658)
C (0.467, -2.741, 2.761)
N (-0.369, -2.343, 1.801)
C (-2.159, -2.235, -2.737)
C (-2.868, -2.975, -3.662)
C (-2.188, -3.451, -4.771)
C (-0.852, -3.125, -4.934)
C (-0.222, -2.380, -3.953)
N (-0.856, -1.977, -2.853)
H (-2.934, -4.383, 2.447)
H (-1.348, -5.172, 4.236)
H (0.885, -4.041, 4.408)
H (1.424, -2.240, 2.788)
H (-3.924, -3.138, -3.506)
H (-2.702, -4.049, -5.512)
H (-0.293, -3.445, -5.802)
H (0.812, -2.095, -4.068)
F (2.887, -4.259, 0.843)
C (2.082, -4.991, 0.083)
F (1.089, -5.460, 0.829)
F (2.769, -6.008, -0.423)
S (1.357, -3.987, -1.279)
O (0.704, -2.904, -0.564)
O (0.544, -4.888, -2.020)
N (2.636, -3.519, -2.046)
S (2.931, -2.072, -2.512)
O (2.066, -1.071, -1.889)
O (3.096, -1.933, -3.922)
C (4.649, -1.771, -1.865)
F (4.903, -2.445, -0.756)
F (5.520, -2.159, -2.791)
F (4.813, -0.471, -1.651)
O (1.082, 1.133, -0.559)
C (1.113, 2.371, -0.447)
C (0.044, 3.156, 0.257)
C (-0.726, 4.130, -0.645)
C (0.014, 5.428, -0.945)
C (1.339, 5.259, -1.681)
C (2.379, 4.465, -0.903)
N (2.168, 3.022, -0.927)
H (0.522, 3.701, 1.079)
H (-0.645, 2.440, 0.693)
H (-1.664, 4.368, -0.138)
H (-0.999, 3.615, -1.565)
H (0.199, 5.951, 0.002)
H (-0.638, 6.083, -1.528)
H (1.755, 6.248, -1.891)
H (1.185, 4.769, -2.645)
H (2.431, 4.803, 0.137)
H (3.368, 4.626, -1.329)
H (2.800, 2.447, -1.467)
C (1.478, 3.307, -4.983)
C (0.158, 3.612, -4.670)
C (-0.583, 2.790, -3.840)
C (-0.045, 1.609, -3.295)
C (1.282, 1.321, -3.621)
C (2.029, 2.156, -4.444)
N (-0.809, 0.788, -2.433)
C (-2.114, 0.563, -2.844)
C (-2.928, -0.005, -1.739)
C (-4.419, -0.314, -1.912)
C (-4.926, -0.110, -3.297)
C (-4.097, 0.309, -4.259)
C (-2.690, 0.635, -4.067)
H (2.053, 3.946, -5.640)
H (-0.306, 4.506, -5.070)
H (-1.606, 3.059, -3.616)
H (1.741, 0.422, -3.240)
H (3.048, 1.873, -4.682)
H (-2.712, 0.501, -0.796)
H (-5.072, 0.132, -1.157)
H (-5.976, -0.276, -3.503)
H (-4.486, 0.447, -5.263)
H (-2.131, 0.969, -4.931)
S (2.694, -0.798, 0.875)
C (3.144, -0.671, 2.499)
N (4.334, -1.171, 2.886)
C (4.844, -1.137, 4.247)
C (4.223, 0.035, 4.987)
C (2.715, -0.021, 4.828)
N (2.377, -0.077, 3.415)
H (4.857, -1.623, 2.155)
H (5.929, -1.046, 4.208)
H (4.609, -2.072, 4.766)
H (4.597, 0.975, 4.574)
H (4.495, -0.001, 6.041)
H (2.245, 0.866, 5.253)
H (2.307, -0.891, 5.356)
H (1.432, 0.161, 3.105)
C (-3.538, 1.942, 2.856)
C (-2.576, 0.766, 2.884)
C (-3.291, -0.451, 3.456)
O (-2.219, 0.457, 1.521)
B (-0.863, 0.191, 1.395)
O (-0.234, 0.550, 2.595)
C (-1.191, 1.065, 3.555)
C (-0.892, 2.546, 3.744)
C (-0.968, 0.341, 4.875)
H (-4.466, 1.629, 2.377)
H (-3.134, 2.781, 2.291)
H (-3.779, 2.284, 3.865)
H (-4.087, -0.738, 2.770)
H (-3.732, -0.234, 4.431)
H (-2.628, -1.307, 3.563)
H (-1.053, 3.121, 2.835)
H (0.153, 2.661, 4.040)
H (-1.514, 2.974, 4.532)
H (-0.929, -0.738, 4.733)
H (-1.766, 0.567, 5.584)
H (-0.029, 0.668, 5.325)

Summary:
LUMO level	0.14	eV
HOMO-LUMO gap	6.76	eV
relative energy (zero: lowest compared OMol25 entry of this formula, charge and spin)	4.3022	eV
energy	-4610.9592	Eh
HOMO	-6.6116	eV
molecular weight	1122.13	g/mol

Atomic partial charges in e from the Mulliken method, atoms 1 to 5: Zr -1.525; O -0.617; C 1.335; N 1.518; C -0.486

=====

Record 3
Computed, not measured: C4H4BrCl as an isolated structure, with wB97M-V/def2-TZVPD.

Positions of all 10 atoms, in Å:
C (0.270, 1.536, -0.834)
C (-0.704, -1.283, 0.822)
C (-0.876, 1.473, -0.206)
C (-1.506, -0.423, 0.253)
Cl (-1.962, 2.632, 0.314)
Br (-3.303, -0.600, -0.191)
H (0.715, 2.471, -1.136)
H (0.806, 0.638, -1.089)
H (-1.033, -2.276, 1.088)
H (0.315, -1.023, 1.044)

Summary:
LUMO level	0.83	eV
HOMO-LUMO gap	10.51	eV
relative energy (zero: lowest compared OMol25 entry of this formula, charge and spin)	1.4971	eV
energy	-3188.9025	Eh
HOMO	-9.6838	eV
molecular weight	167.43	g/mol

Atomic partial charges in e from the Mulliken method, atoms 1 to 5: C -0.634; C -0.533; C 0.235; C 0.048; Cl -0.131

=====

Record 4
Computed, not measured: a 3-piece molecular cluster, C4H11NO3 overall, with wB97M-V/def2-TZVPD.

Positions of all 19 atoms, in Å:
C (1.065, -0.313, 0.207)
C (1.160, 1.025, 0.541)
C (-1.771, -0.205, 0.782)
C (1.554, -0.873, -1.093)
N (-1.067, 0.053, -0.456)
O (-1.648, -0.820, -1.361)
O (0.981, -1.298, 1.161)
O (-0.609, 2.405, 0.386)
H (-1.116, -0.709, -2.165)
H (0.814, -0.896, 2.024)
H (-1.151, 2.434, -0.413)
H (1.544, 1.722, -0.185)
H (1.082, 1.349, 1.569)
H (-2.845, -0.048, 0.637)
H (-1.612, -1.244, 1.098)
H (-1.419, 0.504, 1.523)
H (0.920, -1.706, -1.409)
H (1.554, -0.106, -1.867)
H (2.564, -1.275, -0.978)

Summary:
LUMO level (alpha / beta)	-0.91 / -0.07	eV
HOMO-LUMO gap (alpha / beta)	7.41 / 8.12	eV
relative energy (zero: lowest compared OMol25 entry of this formula, charge and spin)	7.6924	eV
energy	-439.2432	Eh
HOMO (alpha / beta)	-8.3154 / -8.1866	eV
molecular weight	121.14	g/mol

Atomic partial charges in e from the Mulliken method, atoms 1 to 5: C 1.227; C -0.936; C -0.746; C -1.567; N 0.038

=====

Record 5
Computed, not measured: a 2-piece molecular cluster, C3H7O2Si overall, with wB97M-V/def2-TZVPD.

Positions of all 13 atoms, in Å:
C (3.165, -0.122, 0.019)
C (-1.400, -0.989, -0.581)
C (-0.911, -0.083, 0.593)
O (3.495, -0.026, -1.101)
O (3.079, -0.429, 1.148)
Si (0.035, 1.429, 0.053)
H (-2.182, -0.585, -1.215)
H (-0.648, -1.273, -1.223)
H (-1.691, -1.985, -0.272)
H (-0.315, -0.801, 1.267)
H (-1.770, 0.300, 1.307)
H (-0.453, 2.318, 1.158)
H (-0.404, 2.246, -1.153)

Summary:
net charge	-1
LUMO level	3.68	eV
HOMO-LUMO gap	5.17	eV
relative energy (zero: lowest compared OMol25 entry of this formula, charge and spin)	1.2786	eV
energy	-558.4587	Eh
HOMO	-1.4844	eV
molecular weight	103.17	g/mol

Atomic partial charges in e from the Mulliken method, atoms 1 to 5: C 0.033; C -1.323; C -0.343; O -0.161; O -0.205